# 1
The following is a DFT calculation (ωB97M-V/def2-TZVPD) of C4H7NO in the gas phase at a distorted geometry.

The charge is 0. The gap between HOMO and LUMO comes out at 10.57 eV. Its spin multiplicity is 1. The calculation puts the total energy at -286.53519 Eh. For the energy relative to the best compared isomer or geometry (same formula, charge and spin), the calculation gives 253.3 kJ/mol. Its HOMO energy is -0.3489 hartree.

Last column: natural (NBO) charge in e.
Cartesian coordinates (Å):
O  -3.01  0.03  0.50  -0.512
C  -1.89  -0.40  0.59  0.445
C  -0.63  0.44  0.83  -0.331
N  0.40  -0.34  0.18  -0.425
C  0.67  -0.17  -1.21  -0.258
C  1.74  0.03  -0.16  -0.236
H  -1.64  -1.47  0.43  0.114
H  -0.45  0.46  1.91  0.224
H  -0.79  1.47  0.47  0.196
H  0.36  0.75  -1.72  0.187
H  0.57  -1.06  -1.80  0.202
H  2.47  -0.77  0.02  0.202
H  2.12  1.03  0.04  0.192



# 2
The following is a DFT calculation (ωB97M-V/def2-TZVPD) of C4H7NO in the gas phase at a distorted geometry.

The charge is 0. The gap between HOMO and LUMO comes out at 10.47 eV. Its spin multiplicity is 1. The calculation puts the total energy at -286.54494 Eh. For the energy relative to the best compared isomer or geometry (same formula, charge and spin), the calculation gives 227.6 kJ/mol. Its HOMO energy is -0.3453 hartree.

Last column: natural (NBO) charge in e.
Cartesian coordinates (Å):
C  -1.13  -0.65  0.10  -0.091
O  0.03  -1.37  -0.29  -0.528
C  1.17  -0.66  0.20  -0.095
C  0.79  0.78  0.10  -0.119
N  0.08  1.24  -1.06  -0.570
C  -0.73  0.80  0.07  -0.115
H  -1.46  -0.94  1.11  0.171
H  -1.92  -0.91  -0.61  0.191
H  1.41  -0.94  1.23  0.177
H  2.02  -0.93  -0.44  0.197
H  1.04  1.54  0.85  0.216
H  0.10  0.49  -1.75  0.355
H  -1.41  1.56  0.49  0.210



# 3
The following is a DFT calculation (ωB97M-V/def2-TZVPD) of C4H7NO in the gas phase.

The charge is 0. The gap between HOMO and LUMO comes out at 10.40 eV. Its spin multiplicity is 1. The calculation puts the total energy at -286.53108 Eh. For the energy relative to the best compared isomer or geometry (same formula, charge and spin), the calculation gives 264.0 kJ/mol. Its HOMO energy is -0.3447 hartree.

Last column: natural (NBO) charge in e.
Cartesian coordinates (Å):
O  -2.00  0.21  0.69  -0.705
C  -1.01  0.01  -0.28  0.105
C  0.06  1.12  -0.58  -0.432
C  1.12  0.06  -0.32  -0.083
N  0.95  -0.30  1.09  -0.607
C  0.11  -0.95  0.07  -0.140
H  -1.67  -0.18  1.50  0.476
H  -1.50  -0.30  -1.21  0.175
H  0.10  1.94  0.15  0.223
H  -0.01  1.51  -1.59  0.212
H  2.05  -0.11  -0.85  0.211
H  1.69  -0.95  1.35  0.357
H  0.11  -2.03  -0.02  0.209



# 4
The following is a DFT calculation (ωB97M-V/def2-TZVPD) of C4H7NO in the gas phase at a distorted geometry.

The charge is 0. The gap between HOMO and LUMO comes out at 9.19 eV. Its spin multiplicity is 1. The calculation puts the total energy at -286.43483 Eh. For the energy relative to the best compared isomer or geometry (same formula, charge and spin), the calculation gives 516.7 kJ/mol. Its HOMO energy is -0.3128 hartree.

Last column: natural (NBO) charge in e.
Cartesian coordinates (Å):
O  -1.58  -1.37  0.76  -0.626
C  -1.38  -0.63  -0.30  0.265
C  -0.24  1.48  0.15  -0.421
N  0.67  0.70  -0.72  -0.375
C  1.27  -0.42  -0.01  -0.289
C  0.04  -0.62  -0.82  -0.250
H  -0.78  -1.83  1.08  0.457
H  -1.25  0.94  0.18  0.201
H  0.19  1.65  1.14  0.191
H  -0.52  2.42  -0.32  0.217
H  1.23  -0.42  1.08  0.186
H  2.22  -0.77  -0.43  0.215
H  0.12  -1.14  -1.78  0.228



# 5
The following is a DFT calculation (ωB97M-V/def2-TZVPD) of C4H7NO as an isolated structure.

The charge is 0. The gap between HOMO and LUMO comes out at 8.70 eV. Its spin multiplicity is 1. The calculation puts the total energy at -286.45518 Eh. For the energy relative to the best compared isomer or geometry (same formula, charge and spin), the calculation gives 463.3 kJ/mol. Its HOMO energy is -0.3069 hartree.

Last column: natural (NBO) charge in e.
Cartesian coordinates (Å):
C  -1.61  0.06  0.41  -0.625
C  -0.16  0.16  0.01  -0.023
C  0.88  -1.07  -1.07  -0.133
N  0.15  0.06  -1.43  -0.614
C  0.84  0.52  0.86  0.241
O  2.14  0.48  0.59  -0.682
H  -2.18  0.90  -0.02  0.221
H  -2.06  -0.87  0.04  0.228
H  -1.72  0.08  1.50  0.217
H  2.19  -0.21  -0.16  0.492
H  0.15  -1.89  -0.91  0.129
H  0.77  0.83  -1.66  0.355
H  0.61  0.93  1.85  0.192



# 6
The following is a DFT calculation (ωB97M-V/def2-TZVPD) of C4H7NO in the gas phase.

The charge is 0. The gap between HOMO and LUMO comes out at 10.88 eV. Its spin multiplicity is 1. The calculation puts the total energy at -286.57101 Eh. For the energy relative to the best compared isomer or geometry (same formula, charge and spin), the calculation gives 159.2 kJ/mol. Its HOMO energy is -0.3644 hartree.

Last column: natural (NBO) charge in e.
Cartesian coordinates (Å):
C  1.31  -0.68  1.03  -0.615
C  0.55  0.16  0.03  -0.061
C  -0.10  -0.46  -1.17  -0.240
N  -0.88  -0.04  -0.02  -0.447
C  -1.76  1.03  -0.07  0.541
O  -1.63  2.05  0.56  -0.559
H  1.16  -0.28  2.03  0.224
H  2.38  -0.68  0.81  0.215
H  0.94  -1.71  1.01  0.214
H  0.86  1.20  -0.09  0.212
H  -0.19  0.13  -2.08  0.201
H  -0.01  -1.54  -1.32  0.203
H  -2.63  0.84  -0.72  0.112



# 7
The following is a DFT calculation (ωB97M-V/def2-TZVPD) of C4H7NO as an isolated structure at a distorted geometry.

The charge is 0. The gap between HOMO and LUMO comes out at 10.92 eV. Its spin multiplicity is 1. The calculation puts the total energy at -286.54774 Eh. For the energy relative to the best compared isomer or geometry (same formula, charge and spin), the calculation gives 220.3 kJ/mol. Its HOMO energy is -0.3618 hartree.

Last column: natural (NBO) charge in e.
Cartesian coordinates (Å):
C  0.00  1.71  -1.06  -0.679
C  -0.14  0.36  -0.49  0.531
N  -1.19  -0.25  -0.10  -0.452
C  -0.67  -1.40  0.66  -0.284
C  0.75  -0.90  0.84  -0.097
O  1.05  -0.35  -0.43  -0.529
H  0.91  2.21  -0.71  0.238
H  -0.87  2.33  -0.82  0.240
H  0.07  1.55  -2.13  0.243
H  -1.20  -1.48  1.61  0.210
H  -0.72  -2.36  0.13  0.203
H  1.52  -1.59  1.20  0.210
H  0.49  0.16  1.30  0.167



# 8
The following is a DFT calculation (ωB97M-V/def2-TZVPD) of C4H7NO in the gas phase at a distorted geometry.

The charge is 0. The gap between HOMO and LUMO comes out at 10.24 eV. Its spin multiplicity is 1. The calculation puts the total energy at -286.45103 Eh. For the energy relative to the best compared isomer or geometry (same formula, charge and spin), the calculation gives 474.2 kJ/mol. Its HOMO energy is -0.3396 hartree.

Last column: natural (NBO) charge in e.
Cartesian coordinates (Å):
O  2.44  1.40  -1.08  -0.507
C  1.74  1.00  -0.18  0.435
C  0.86  -0.22  -0.30  -0.343
N  -0.20  -0.12  0.66  -0.406
C  -1.51  0.31  0.25  -0.261
C  -1.44  -1.17  0.35  -0.404
H  1.70  1.51  0.81  0.117
H  1.48  -1.11  -0.06  0.226
H  0.51  -0.33  -1.33  0.201
H  -1.50  0.75  -0.74  0.202
H  -2.08  0.88  0.98  0.205
H  -0.71  -1.28  1.26  0.348
H  -1.28  -1.64  -0.63  0.186



# 9
The following is a DFT calculation (ωB97M-V/def2-TZVPD) of a 2-piece molecular cluster, C4H7NO overall at a distorted geometry.

The charge is 0. The gap between HOMO and LUMO (spin up / spin down) comes out at 8.52 / 7.87 eV. Its spin multiplicity is 1. The calculation puts the total energy at -286.37653 Eh. For the energy relative to the best compared isomer or geometry (same formula, charge and spin), the calculation gives 669.8 kJ/mol. Its HOMO energy (spin up / spin down) is -0.2895 / -0.2586 hartree.

Last column: natural (NBO) charge in e.
Cartesian coordinates (Å):
C  0.74  -1.01  -0.20  0.136
C  -2.53  0.88  -0.03  -0.168
C  -2.13  -0.41  -0.56  0.086
C  2.79  0.20  0.39  -0.435
N  1.42  -0.06  0.08  -0.435
O  -2.77  -0.35  0.64  -0.475
H  0.80  -2.07  -0.38  0.158
H  -1.78  1.51  0.43  0.185
H  -3.42  1.39  -0.39  0.175
H  -2.55  -0.95  -1.39  0.161
H  2.82  0.93  1.20  0.212
H  3.27  0.64  -0.48  0.215
H  3.34  -0.70  0.69  0.186